[1]
C43H68BN6OPPdSi | the ωB97M-V functional and the def2-TZVPD basis

The lowest unoccupied orbital energy is 4.2 eV. The value obtained for the energy above the lowest of the compared OMol25 structures with the same formula, charge and spin is 0.685 eV. As for the orbital gap: 4.67 eV. The charge is -2. The value obtained for the maximum force is 0.48 eV Å⁻¹.

Each line ends with the Löwdin charge.
CARTESIAN COORDINATES (ANGSTROEM)
Pd 0.116604 0.408059 -0.238856  0.230
C -0.359370 -4.885822 2.675431  -0.049
C 0.343299 -3.596446 2.407456  -0.292
C 1.591133 -3.188814 2.818934  0.002
C 1.744938 -1.900613 2.258889  -0.264
N 0.674281 -1.566844 1.566266  0.125
N -0.194444 -2.608801 1.659273  0.025
B -1.544170 -2.635379 0.923391  -0.496
N -1.277649 -2.757001 -0.610058  0.034
N -0.194718 -2.149690 -1.146311  0.110
C -0.038144 -2.624047 -2.363505  -0.286
C -1.047550 -3.568984 -2.654073  -0.002
C -1.804496 -3.629344 -1.505739  -0.296
C -3.013515 -4.457568 -1.226196  -0.039
C 1.107389 -2.178363 -3.240635  -0.545
C 2.008788 -1.201462 -2.493712  -0.064
C 0.555213 -1.491969 -4.494002  -0.051
C 1.908259 -3.417851 -3.660625  -0.061
N -2.465441 -1.475294 1.431726  0.036
N -1.941123 -0.342801 1.957460  0.127
C -2.906461 0.288792 2.579063  -0.303
C -4.121230 -0.424522 2.470987  0.004
C -3.787854 -1.543444 1.733342  -0.297
C -4.681431 -2.642676 1.272548  -0.042
C -2.605883 1.565066 3.332200  -0.549
C -1.278606 2.165741 2.861766  -0.058
C -2.510995 1.231018 4.827286  -0.061
C -3.729097 2.586728 3.129267  -0.061
C 2.958307 -0.997498 2.359876  -0.539
C 4.052407 -1.558310 1.442325  -0.048
C 2.637385 0.433097 1.943018  -0.049
C 3.473773 -1.005626 3.804942  -0.069
H 0.276452 -5.519863 3.296739  0.067
H -0.583719 -5.427657 1.754952  0.073
H -1.307111 -4.735082 3.194298  0.073
H 2.283290 -3.743724 3.430952  0.092
H -2.124339 -3.649439 1.230316  0.096
H -1.207083 -4.134059 -3.558761  0.094
H -3.161936 -5.172037 -2.038433  0.071
H -3.914732 -3.849140 -1.150724  0.056
H -2.919904 -5.011488 -0.291886  0.064
H 1.410532 -0.421425 -2.002752  0.029
H 2.710652 -0.727343 -3.182030  0.080
H 2.574598 -1.713128 -1.712195  0.073
H -0.055733 -0.628194 -4.227473  0.070
H -0.064223 -2.171728 -5.085966  0.075
H 1.380008 -1.139778 -5.118826  0.073
H 2.259072 -3.957959 -2.779734  0.083
H 2.779296 -3.122597 -4.253392  0.076
H 1.301895 -4.102104 -4.259397  0.068
H -5.099578 -0.169123 2.843918  0.090
H -5.645605 -2.561268 1.778221  0.071
H -4.262304 -3.627908 1.476951  0.061
H -4.868506 -2.588165 0.198518  0.064
H -0.422920 1.607079 3.237478  0.073
H -1.198929 3.198124 3.216725  0.078
H -1.188943 2.143875 1.771553  0.043
H -1.771787 0.444161 4.985886  0.084
H -3.471211 0.881184 5.215595  0.073
H -2.206898 2.111566 5.402300  0.074
H -3.796049 2.897594 2.085833  0.067
H -3.537136 3.475502 3.737898  0.075
H -4.699188 2.178784 3.422786  0.068
H 3.750913 -1.491150 0.395576  0.075
H 4.249934 -2.608427 1.671735  0.074
H 4.979180 -0.989639 1.560423  0.077
H 1.910623 0.453948 1.134646  0.023
H 3.525950 0.943364 1.565114  0.072
H 2.224740 1.014206 2.769545  0.080
H 3.856697 -1.988922 4.091185  0.066
H 2.679181 -0.735621 4.502838  0.082
H 4.285658 -0.280490 3.912577  0.077
C -1.257785 2.332986 -2.868105  -0.285
P -1.483135 1.254580 -1.394363  0.653
C -2.600570 -0.005081 -2.149872  -0.286
C -2.806142 2.233180 -0.561950  -0.299
H -2.210048 2.740274 -3.227865  0.028
H -0.800236 1.753688 -3.669715  0.013
H -0.576783 3.151659 -2.635114  0.024
H -3.384027 0.455679 -2.764379  0.028
H -3.065122 -0.574045 -1.341013  0.023
H -2.028993 -0.712539 -2.751162  0.011
H -3.678732 2.382858 -1.208901  0.029
H -2.407955 3.208732 -0.275506  0.024
H -3.113076 1.705717 0.342115  0.003
C 5.593282 4.661529 -2.106091  -0.117
C 4.821480 3.675894 -1.237769  -0.607
C 4.966399 4.076940 0.230634  -0.108
C 5.431505 2.281951 -1.413438  -0.113
Si 2.942174 3.454479 -1.614716  0.372
O 2.312944 2.178975 -0.955606  -0.363
C 2.733322 3.497868 -3.517013  -0.187
C 2.131942 2.387027 -4.109577  -0.094
C 1.902667 2.331572 -5.479886  -0.101
C 2.268492 3.393097 -6.292152  -0.127
C 2.859307 4.514924 -5.726668  -0.119
C 3.083086 4.558362 -4.357571  -0.112
C 2.001430 4.988870 -0.960162  -0.190
C 2.338796 6.337649 -1.083514  -0.114
C 1.529254 7.347979 -0.577883  -0.125
C 0.346509 7.021794 0.070765  -0.129
C -0.008460 5.687951 0.213700  -0.100
C 0.809005 4.685833 -0.291740  -0.088
H 6.644874 4.703128 -1.783626  0.071
H 5.199572 5.678835 -2.038159  0.055
H 5.582980 4.375295 -3.159095  0.064
H 6.027908 4.064126 0.519207  0.071
H 4.430001 3.384892 0.882292  0.072
H 4.575461 5.077663 0.426885  0.067
H 6.486250 2.289877 -1.100570  0.071
H 5.393933 1.952282 -2.455593  0.076
H 4.883926 1.544877 -0.825829  0.061
H 1.836381 1.571781 -3.461846  0.075
H 1.425898 1.457857 -5.908675  0.086
H 2.087075 3.351559 -7.361155  0.084
H 3.139119 5.356964 -6.351465  0.085
H 3.527929 5.452483 -3.933488  0.085
H 3.258866 6.617944 -1.587569  0.077
H 1.822008 8.386864 -0.689541  0.083
H -0.291747 7.803745 0.468331  0.083
H -0.924685 5.421940 0.730092  0.089
H 0.559831 3.635729 -0.158655  0.071

Cartesian forces, eV/Å:
-0.013 -0.195 0.075
0.039 -0.146 0.104
-0.163 -0.121 -0.080
-0.022 0.029 -0.006
0.038 0.182 0.021
-0.091 -0.053 -0.034
0.219 0.289 0.006
-0.177 -0.119 0.013
0.157 0.144 -0.044
0.095 -0.128 0.089
0.006 0.039 -0.073
-0.006 -0.019 0.010
-0.182 0.062 0.210
-0.041 -0.129 -0.130
-0.071 -0.071 -0.036
-0.047 -0.021 0.139
-0.033 0.036 -0.062
0.070 0.056 -0.046
0.001 0.160 0.109
0.308 -0.332 -0.036
-0.160 0.277 0.094
0.099 -0.102 -0.155
0.033 -0.025 -0.085
-0.194 -0.039 0.028
-0.027 -0.020 0.034
0.013 0.062 -0.108
0.023 0.008 0.058
-0.019 0.026 -0.029
-0.015 -0.128 0.063
0.032 -0.040 -0.081
0.010 0.104 -0.034
0.079 -0.008 -0.007
-0.010 0.016 -0.001
0.024 0.024 -0.034
-0.005 0.031 0.022
0.007 -0.023 0.023
0.051 -0.025 0.018
-0.004 -0.014 -0.025
0.021 0.019 0.006
0.008 0.005 -0.027
0.024 -0.009 0.024
0.146 0.067 -0.091
0.075 0.002 -0.033
-0.024 0.010 0.024
0.007 0.044 0.066
-0.010 -0.017 0.019
0.022 -0.009 -0.061
0.013 0.003 0.021
0.003 0.001 -0.020
-0.025 -0.014 -0.005
-0.039 0.004 0.021
0.015 -0.003 0.001
0.027 0.002 0.024
0.006 0.044 0.002
0.001 -0.119 0.031
0.034 0.012 0.007
-0.023 0.057 0.062
0.014 0.002 0.002
-0.017 -0.022 -0.008
-0.012 0.023 -0.009
0.016 -0.006 0.001
-0.006 0.003 0.000
-0.015 -0.027 0.019
-0.062 0.028 0.012
0.028 -0.018 0.009
0.017 0.010 0.022
0.048 0.125 -0.150
0.007 0.024 0.085
-0.067 -0.020 0.032
-0.006 -0.018 0.005
-0.026 0.025 -0.020
0.022 -0.016 -0.004
-0.062 0.069 -0.077
-0.192 0.035 0.098
-0.108 0.017 -0.030
-0.064 0.075 -0.048
-0.017 -0.009 -0.023
0.062 -0.048 -0.053
0.019 0.029 0.050
-0.015 -0.008 -0.018
0.002 0.011 0.026
0.038 -0.003 -0.033
-0.021 0.025 -0.026
0.026 0.030 0.040
-0.008 -0.026 -0.043
0.082 0.089 -0.027
-0.117 -0.126 0.026
0.064 -0.005 0.061
0.088 0.005 -0.027
-0.314 -0.157 0.327
0.403 -0.027 -0.222
0.046 0.073 0.029
0.058 0.025 -0.078
-0.039 -0.105 0.082
0.000 0.024 -0.130
0.013 0.015 0.004
-0.026 0.064 0.049
-0.002 0.056 -0.102
0.047 0.009 -0.092
0.010 0.001 0.004
-0.026 0.078 0.023
-0.064 -0.062 0.051
0.084 0.013 0.069
0.009 -0.005 -0.011
-0.019 0.032 0.034
-0.017 -0.043 -0.025
0.006 0.010 0.037
-0.039 -0.047 -0.004
-0.012 0.047 -0.035
0.016 -0.039 -0.001
-0.012 0.026 -0.049
-0.012 -0.017 0.056
-0.055 -0.110 0.075
-0.016 -0.034 -0.028
-0.001 0.002 0.010
-0.004 -0.004 -0.001
0.011 0.025 0.007
0.008 0.018 -0.015
-0.005 0.009 0.002
-0.002 0.001 -0.001
-0.010 0.007 0.003
-0.056 -0.044 -0.038

[2]
ClH3P2 | the ωB97M-V functional and the def2-TZVPD basis

The lowest unoccupied orbital energy is -2.4 eV. The value obtained for the energy above the lowest of the compared OMol25 structures with the same formula, charge and spin is 1.444 eV. As for the orbital gap: 7.53 eV. The charge is 0. The value obtained for the maximum force is 3.00 eV Å⁻¹.

Each line ends with the natural charge from an NBO analysis.
CARTESIAN COORDINATES (ANGSTROEM)
P -0.779928 0.151542 -0.738690  0.095
P 0.557179 -0.585295 0.723731  0.462
Cl 2.671711 0.953082 -0.566510  -0.520
H -1.039351 -1.152682 -1.195197  -0.016
H -1.784105 -0.003584 0.380688  0.009
H 0.374493 0.636936 1.395977  -0.031

Cartesian forces, eV/Å:
-1.446 -0.170 0.563
2.493 1.501 -0.731
-1.729 -1.410 1.113
-0.182 -0.123 -0.322
0.745 0.208 -1.061
0.119 -0.007 0.438

no.,E (hartree)
1,-2866.886363
2,-1144.609721